# 1
{
  "formula": "C5H6BrNS2",
  "method": "wB97M-V/def2-TZVPD",
  "homo_ev": -8.6,
  "multiplicity": 1,
  "orbital_gap_ev": 9.05,
  "mol_weight_g_mol": 224.148,
  "elements": ["C", "C", "C", "C", "C", "N", "S", "S", "Br", "H", "H", "H", "H", "H", "H"],
  "positions_angstrom": [[-1.31, -0.09, -1.47], [-2.45, 0.59, -1.78], [-1.30, -0.50, -0.06], [-2.45, -0.05, 0.58], [0.45, 0.26, 1.64], [1.20, -1.34, -0.31], [-3.59, 0.63, -0.47], [0.07, -1.35, 0.76], [-3.00, -0.56, 2.37], [-0.55, -0.44, -2.11], [-2.64, 0.99, -2.70], [1.52, 0.00, 1.94], [-0.18, 0.33, 2.45], [0.21, 1.09, 0.94], [1.78, -2.10, -0.49]]
}

***

# 2
{
  "formula": "C5H6Cl2GaO4Sm",
  "method": "wB97M-V/def2-TZVPD",
  "homo_ev": [-22.8, -22.8],
  "multiplicity": 6,
  "charge": 4,
  "s2": 8.762,
  "orbital_gap_ev": [2.93, 2.93],
  "mol_weight_g_mol": 421.088,
  "elements": ["Ga", "Sm", "Cl", "Cl", "C", "C", "C", "O", "O", "O", "C", "C", "O", "H", "H", "H", "H", "H", "H"],
  "positions_angstrom": [[0.31, -0.92, -4.88], [-1.01, -0.05, -0.13], [-0.79, -1.52, -2.28], [-1.92, 2.20, -0.48], [0.94, 1.15, 0.51], [0.37, -2.85, -4.71], [0.17, 0.98, -4.85], [1.75, 1.83, 1.00], [0.37, -3.99, -4.46], [0.09, 2.15, -4.81], [-1.25, -0.98, 4.47], [-0.58, -0.23, 3.32], [-1.03, -0.77, 2.02], [-2.34, -0.97, 4.39], [-0.99, -0.50, 5.43], [-0.90, -2.01, 4.56], [-0.85, 0.82, 3.26], [0.51, -0.28, 3.30], [-1.36, -1.69, 2.14]]
}

***

| no. | E (a.u.) |
| --- | --- |
| 1 | -3619.16096 |
| 2 | -3996.28561 |